1.
A gas-phase ion, C6H2NO2S2 (charge -1), computed with ωB97M-V/def2-TZVPD.

Each atom is followed by the atoms it is bonded to, with distances in Å.
Geometry (Å):
1 C -0.0995 -0.0381 -0.2022  C2 1.327, C3 1.471, H12 1.026
2 C 0.5078 -0.4883 0.8882  C1 1.327, S10 1.761, H13 1.105
3 C -1.0152 1.0730 0.1017  C1 1.471, C4 1.418, N7 1.277
4 C -1.3644 1.2029 1.4704  C3 1.418, S10 1.738
5 C -3.4239 3.6870 0.0547  C6 1.399, O8 1.518, S11 1.811
6 C -3.0534 4.5706 1.0735  C5 1.399, O8 1.360, O9 1.171
7 N -1.5291 1.6867 -0.8932  C3 1.277, S11 1.603
8 O -3.6913 5.1815 0.0399  C5 1.518, C6 1.360
9 O -2.6724 4.8964 2.1321  C6 1.171
10 S -0.3958 0.0279 2.3090  C2 1.761, C4 1.738
11 S -2.4009 2.9808 -1.2617  C5 1.811, N7 1.603
12 H 0.1169 -0.3069 -1.1680  C1 1.026
13 H 1.3368 -1.2175 0.9271  C2 1.105

As for the orbital gap (spin up / spin down): 0.2618 / 0.2178 hartree. As for the charge: -1. The value obtained for the LUMO energy (spin up / spin down) is 3.0 / 2.6 eV.


2.
A gas-phase ion, C6H2NO3 (charge -1), computed with ωB97M-V/def2-TZVPD.

Each atom is followed by the atoms it is bonded to, with distances in Å.
Geometry (Å):
1 C 0.7618 -0.1244 1.3083  C2 1.358, N7 1.413, H11 1.002
2 C -0.5033 0.2377 1.6425  C1 1.358, C3 1.409, C5 1.531
3 C -1.3672 0.7131 0.6366  C2 1.409, C5 1.349
4 C 0.0314 -0.0462 -0.9576  C6 1.593, N7 1.273
5 C -2.0306 0.2875 1.7315  C2 1.531, C3 1.349, O9 1.234
6 C 0.4876 0.0133 -2.4829  C4 1.593, O8 1.215, O10 1.201
7 N 0.9425 -0.2334 -0.0889  C1 1.413, C4 1.273, H12 0.992
8 O 1.2789 -0.8968 -2.6310  C6 1.215
9 O -2.9165 0.1795 2.5831  C5 1.234
10 O -0.0635 0.8619 -3.1306  C6 1.201
11 H 1.5015 -0.6138 1.7744  C1 1.002
12 H 1.8774 -0.3784 -0.3855  N7 0.992

As for the orbital gap: 0.2712 hartree. As for the charge: -1. The value obtained for the LUMO energy is 2.9 eV.


3.
8 unconnected molecules or ions with the total composition C6H30N2O7, computed with ωB97M-V/def2-TZVPD.

Each atom is followed by the atoms it is bonded to, with distances in Å.
Geometry (Å):
1 C -0.7467 1.2027 2.3584  C2 1.568, H9 1.124, H10 1.071, H11 1.092
2 C -1.4611 1.1197 0.9656  C1 1.568, N3 1.476, H12 1.117, H13 1.114
3 N -0.8461 0.1545 0.0343  C2 1.476, C4 1.491, C6 1.480
4 C -1.8187 -0.1381 -1.0578  N3 1.491, C5 1.531, H14 1.112, H15 1.093
5 C -1.8827 1.1054 -1.9488  C4 1.531, H16 1.105, H17 1.079, H18 1.123
6 C -0.0894 -0.9951 0.5774  N3 1.480, C7 1.624, H19 1.100, H20 1.115
7 C 1.3096 -1.1878 -0.2242  C6 1.624, N8 1.460, H21 1.075, H22 1.089
8 N 1.4046 -2.5403 -0.7652  C7 1.460, H23 1.014, H24 0.995
9 H 0.3379 1.1357 2.0695  C1 1.124
10 H -0.9362 2.1008 2.9105  C1 1.071
11 H -0.9702 0.3533 3.0066  C1 1.092
12 H -2.5255 0.8170 1.1208  C2 1.117
13 H -1.3747 2.0753 0.4003  C2 1.114
14 H -2.8289 -0.2936 -0.6199  C4 1.112
15 H -1.6717 -1.0298 -1.6724  C4 1.093
16 H -1.7863 0.6649 -2.9578  C5 1.105
17 H -2.6949 1.8161 -1.9219  C5 1.079
18 H -1.0196 1.8233 -1.9707  C5 1.123
19 H 0.2953 -0.7292 1.5735  C6 1.100
20 H -0.6094 -1.9813 0.5864  C6 1.115
21 H 1.5285 -0.5781 -1.0819  C7 1.075
22 H 2.0744 -0.9586 0.5161  C7 1.089
23 H 1.7093 -3.2154 -0.0730  N8 1.014
24 H 0.5052 -2.7400 -1.1399  N8 0.995
25 O 2.4164 1.3475 1.9501  H26 0.993, H27 0.964
26 H 2.5716 1.8869 1.1310  O25 0.993
27 H 3.1033 1.7163 2.5171  O25 0.964
28 O 1.7747 2.1048 -0.4038  H29 0.964, H30 0.974
29 H 2.3413 1.4399 -0.8106  O28 0.964
30 H 0.9992 1.6183 -0.0709  O28 0.974
31 O 0.9206 3.1911 -2.8416  H32 0.961, H33 0.970
32 H 0.7558 2.6675 -2.0525  O31 0.961
33 H 1.2709 4.0092 -2.4568  O31 0.970
34 O 0.7562 0.3814 -4.7612  H35 0.959, H36 0.968
35 H 1.2466 -0.1758 -4.1539  O34 0.959
36 H 0.6744 1.2206 -4.2854  O34 0.968
37 O -3.3231 -1.6042 2.4439  H38 0.958, H39 0.961
38 H -3.0555 -1.4509 3.3504  O37 0.958
39 H -2.6380 -1.8927 1.8341  O37 0.961
40 O -1.7392 -3.5186 -0.6843  H41 0.958, H42 0.963
41 H -1.2158 -3.5949 -1.4830  O40 0.958
42 H -2.6612 -3.7071 -0.8871  O40 0.963
43 O 2.5396 -0.8517 4.2531  H44 0.960, H45 0.958
44 H 2.3062 0.0796 4.2646  O43 0.960
45 H 1.8671 -1.2618 3.7073  O43 0.958

As for the orbital gap: 0.3252 hartree. As for the charge: 0. The value obtained for the LUMO energy is 0.3 eV.


4.
10 unconnected molecules or ions with the total composition C6H30N2O9, computed with ωB97M-V/def2-TZVPD.

Each atom is followed by the atoms it is bonded to, with distances in Å.
Geometry (Å):
1 C -0.9195 -1.9664 1.4677  C2 1.553, H9 1.127, H10 1.124, H11 1.133
2 C -0.0536 -0.6944 1.6768  C1 1.553, C3 1.657, N8 1.476, H12 1.103
3 C 1.4979 -1.1579 1.3228  C2 1.657, C4 1.438, H13 1.129, H14 1.101
4 C 2.4874 -0.7608 2.2883  C3 1.438, C5 1.346, N7 1.466
5 C 3.0594 -1.5268 3.2358  C4 1.346, H15 1.134, H16 1.168
6 C 3.1181 1.5885 2.9332  N7 1.313, H17 1.093, H18 1.042
7 N 2.8391 0.6449 2.0639  C4 1.466, C6 1.313
8 N -0.5964 0.2788 0.7083  C2 1.476, H19 1.031, H20 1.072
9 H -0.9489 -2.6882 2.3322  C1 1.127
10 H -1.9727 -1.5761 1.4316  C1 1.124
11 H -0.6900 -2.5705 0.5370  C1 1.133
12 H -0.1440 -0.4051 2.7378  C2 1.103
13 H 1.5550 -2.2773 1.1851  C3 1.129
14 H 1.6003 -0.7871 0.2917  C3 1.101
15 H 3.7759 -1.0013 3.9398  C5 1.134
16 H 2.9617 -2.6840 3.3568  C5 1.168
17 H 3.3145 2.6192 2.6274  C6 1.093
18 H 3.2526 1.2515 3.9103  C6 1.042
19 H -0.0369 1.1396 0.6131  N8 1.031
20 H -0.5425 -0.1596 -0.2682  N8 1.072
21 H -1.5158 -1.6028 -3.9366  O23 0.944
22 H -0.2429 -2.4730 -4.1033  O23 0.953
23 O -0.6162 -1.7087 -3.6725  H21 0.944, H22 0.953
24 H -3.9984 0.8352 0.5216  O26 1.016
25 H -2.3498 0.9662 0.6064  O26 1.005
26 O -3.2030 1.4562 0.4026  H24 1.016, H25 1.005
27 H 4.0399 -1.5949 -0.3458  O29 1.033
28 H 3.8551 -2.3316 0.8070  O29 0.929
29 O 4.2440 -2.5493 -0.0082  H27 1.033, H28 0.929
30 H 2.1998 1.9873 0.6125  O32 0.975
31 H 1.7560 2.4627 -0.9005  O32 0.990
32 O 1.4646 2.1783 0.0018  H30 0.975, H31 0.990
33 H -3.9018 1.0446 -1.4574  O35 0.962
34 H -2.9917 1.1300 -2.4874  O35 0.888
35 O -3.7684 0.7201 -2.3532  H33 0.962, H34 0.888
36 H -0.8656 1.0953 -2.8242  O38 1.006
37 H -1.0854 2.2035 -3.8649  O38 0.901
38 O -1.5014 1.7883 -3.1823  H36 1.006, H37 0.901
39 H 0.5027 -0.4510 -3.0584  O41 0.923
40 H 0.5634 0.2326 -1.6668  O41 1.007
41 O 0.6623 0.3661 -2.6602  H39 0.923, H40 1.007
42 H -2.3149 4.1051 2.2347  O44 0.909
43 H -2.6089 3.2313 1.0774  O44 0.986
44 O -2.3029 4.1352 1.3262  H42 0.909, H43 0.986
45 H -3.1426 -2.1228 -2.7446  O47 0.966
46 H -3.2324 -0.7740 -3.1620  O47 0.912
47 O -3.2031 -1.5968 -3.5531  H45 0.966, H46 0.912

The spin multiplicity is 2. As for the orbital gap (spin up / spin down): 0.1187 / 0.2568 hartree. As for the charge: -1. The value obtained for the LUMO energy (spin up / spin down) is 2.4 / 2.4 eV.


> Which value of charge does entry 1 give?

-1


> Number 4 is which compound?

C6H30N2O9